# 1
Entry from OMol25: a cluster of 3 separate species, C2H9O2S in total (the ωB97M-V functional and the def2-TZVPD basis).

Each line ends with the Löwdin charge.
Geometry (Å):
1 C -0.941 1.163 1.194  -0.23
2 H -0.705 2.201 1.437  0.05
3 H 0.956 0.994 -2.668  -0.01
4 H -1.839 0.857 1.754  0.05
5 H 0.600 -2.890 -1.096  0.03
6 O -0.306 -2.839 -1.415  -0.08
7 C 0.208 0.224 1.461  -0.78
8 H 0.980 0.610 -1.153  -0.15
9 H -1.198 1.125 0.139  0.04
10 S 1.781 0.720 0.679  0.22
11 H 0.371 0.158 2.535  0.02
12 H -0.016 -0.790 1.153  0.02
13 H -0.311 -2.083 -2.017  0.02
14 O 0.421 0.550 -2.003  -0.20

Atomic forces in eV per Å
C -0.59 -0.10 -0.20
H 0.12 -0.10 0.09
H 0.00 0.01 0.07
H 0.07 0.09 0.01
H -0.04 0.24 0.04
O -0.06 -0.26 -0.22
C 0.66 0.08 0.33
H -0.29 0.00 -0.20
H -0.03 0.11 -0.20
S 0.24 0.05 0.16
H 0.08 0.06 0.27
H -0.35 -0.21 -0.24
H 0.13 0.22 0.26
O 0.05 -0.20 -0.18

The LUMO energy is 3.95 eV. The largest force on an atom comes out at 0.0145 hartree/bohr. The calculation puts the electronic energy at -17151.5364 eV. Its charge is -1. For the energy above the lowest of the compared OMol25 structures with the same formula, charge and spin, the calculation gives 6.16 kcal/mol. For the frontier orbital gap, the calculation gives 6.7 eV.

# 2
Entry from OMol25: a cluster of 3 separate species, C2H9O3 in total (the ωB97M-V functional and the def2-TZVPD basis).

Each line ends with the Löwdin charge.
Geometry (Å):
1 O -0.312 -0.930 -1.032  -0.17
2 H 2.323 -0.892 2.886  -0.02
3 H -2.046 0.261 -2.734  0.06
4 H 0.676 0.797 -1.513  0.10
5 H 0.184 -0.226 -2.870  0.09
6 C -1.419 0.904 -2.115  -0.12
7 H -1.223 1.877 -2.574  0.06
8 H 1.072 -0.120 2.403  -0.04
9 H -0.242 -0.553 -0.028  0.00
10 H -0.563 0.755 1.112  -0.06
11 O 1.720 -0.213 3.194  -0.18
12 C -0.137 0.145 -1.876  -0.44
13 O -0.029 -0.022 1.297  -0.36
14 H -1.956 1.097 -1.169  0.07

Atomic forces in eV per Å
O -0.16 -0.19 0.48
H 0.11 -0.06 0.05
H -0.27 0.30 -0.11
H -0.17 0.14 0.01
H 0.15 0.06 0.19
C -0.42 0.37 0.55
H -0.15 -0.07 -0.31
H -0.11 0.22 0.43
H 0.34 -0.52 -0.13
H 0.09 0.24 0.44
O -0.05 -0.04 -0.35
C 0.65 -0.24 -0.36
O -0.28 -0.07 -0.60
H 0.27 -0.14 -0.29

The LUMO energy is 4.18 eV. The largest force on an atom comes out at 0.0153 hartree/bohr. The calculation puts the electronic energy at -8363.1797 eV. Its charge is -1. For the energy above the lowest of the compared OMol25 structures with the same formula, charge and spin, the calculation gives 3.36 kcal/mol. For the frontier orbital gap, the calculation gives 8.6 eV.

# 3
Entry from OMol25: a cluster of 2 separate species, C2H9O4PS2 in total in a non-equilibrium geometry (the ωB97M-V functional and the def2-TZVPD basis).

Each line ends with the Löwdin charge.
Geometry (Å):
1 C -1.117 -1.722 -1.597  -0.48
2 P 1.898 1.289 -0.075  0.26
3 H -0.730 -0.994 1.628  0.03
4 H 3.209 0.819 -1.714  0.12
5 H -2.029 -0.919 2.859  0.03
6 H -1.579 -2.720 -1.687  0.04
7 O 1.894 -0.082 0.456  -0.27
8 S -2.978 -1.221 0.696  0.43
9 O 2.741 2.362 0.747  -0.11
10 H -0.227 1.337 -0.402  0.05
11 O 0.479 2.005 -0.190  -0.12
12 O 2.479 1.474 -1.547  -0.11
13 C -1.735 -0.596 1.846  -0.49
14 H 2.710 2.153 1.719  0.12
15 H -1.687 0.506 1.828  0.03
16 H -0.732 -1.422 -2.586  0.04
17 S -2.325 -0.480 -1.087  0.42
18 H -0.270 -1.789 -0.894  0.03

Atomic forces in eV per Å
C 0.48 -0.57 -0.15
P -0.30 0.24 -0.06
H -0.44 0.10 0.04
H -0.99 0.92 0.19
H 0.06 0.08 -0.41
H 0.07 0.51 0.03
O -0.01 0.35 -0.15
S 0.02 0.08 0.08
O -0.10 -0.54 1.33
H 0.59 0.75 0.19
O -0.49 -1.10 -0.17
O 0.99 -1.08 -0.04
C 0.54 0.25 0.35
H 0.07 0.32 -1.33
H -0.14 -0.45 -0.02
H -0.17 -0.05 0.36
S 0.17 0.03 0.01
H -0.35 0.16 -0.26

Its SMILES is O=P(O)(O)O.CSSC. The LUMO energy is 0.39 eV. The largest force on an atom comes out at 0.0285 hartree/bohr. The calculation puts the electronic energy at -41373.1110 eV. For the frontier orbital gap, the calculation gives 9.5 eV.

# 4
Entry from OMol25: a cluster of 4 separate species, C2H9O5 in total in a non-equilibrium geometry (the ωB97M-V functional and the def2-TZVPD basis).

Each line ends with the Löwdin spin population.
Geometry (Å):
1 H -2.780 0.255 0.049  0.00
2 O 4.160 -1.202 -1.243  0.00
3 O -1.197 -0.642 0.422  0.79
4 H 0.446 0.903 2.734  0.01
5 O -0.211 0.521 -2.668  0.00
6 O 0.437 0.764 0.249  0.14
7 H 0.367 -0.909 2.706  0.00
8 H 0.288 0.862 -1.916  0.00
9 C -0.245 0.065 0.971  0.04
10 H 3.731 -0.803 -0.479  0.00
11 C -0.145 0.028 2.494  0.03
12 H -1.160 -0.029 2.880  0.00
13 O -3.409 0.471 -0.649  0.00
14 H 3.476 -1.117 -1.915  0.00
15 H -0.818 -0.130 -2.304  0.00
16 H -2.942 0.963 -1.333  0.00

Atomic forces in eV per Å
H -0.15 0.20 -0.49
O -0.32 0.10 0.05
O 0.61 -0.25 0.09
H -0.12 0.01 0.49
O 0.00 0.09 -0.16
O -0.10 -0.33 -0.30
H 0.15 0.07 0.41
H -0.18 -0.14 0.07
C 0.06 0.66 1.09
H 0.18 0.01 0.16
C -0.19 -0.68 -1.82
H 0.13 0.28 0.41
O -0.40 0.07 -0.06
H 0.11 -0.09 -0.23
H 0.09 -0.01 0.05
H 0.11 -0.01 0.21

The LUMO energy (alpha / beta) is 0.20 / -4.19 eV. The largest force on an atom comes out at 0.0380 hartree/bohr. The expectation value of S² is 0.755. The calculation puts the electronic energy at -12455.3532 eV. The spin multiplicity is 2. For the energy above the lowest of the compared OMol25 structures with the same formula, charge and spin, the calculation gives 0.00 kcal/mol. For the frontier orbital gap (alpha / beta), the calculation gives 11.6 / 7.2 eV.

# 5
Entry from OMol25: a cluster of 3 separate species, C2H9OS in total in a non-equilibrium geometry (the ωB97M-V functional and the def2-TZVPD basis).

Each line ends with the Löwdin charge.
Geometry (Å):
1 H 1.468 -0.982 -1.159  0.06
2 H -2.000 -1.121 0.741  0.11
3 S 1.236 -1.592 0.135  1.00
4 H 0.144 0.006 1.531  0.11
5 H -2.196 3.575 -1.247  0.00
6 H -1.185 -2.628 0.165  0.12
7 C -1.248 -1.879 1.089  -0.09
8 O 2.061 1.036 -1.030  -0.11
9 H -1.485 -2.250 2.162  0.12
10 H 1.899 1.589 -1.821  0.08
11 H 2.895 1.419 -0.749  0.06
12 C 0.101 -1.000 1.054  -0.45
13 H -1.691 3.826 -0.872  0.00

Atomic forces in eV per Å
H 0.45 1.13 2.32
H 0.50 -0.24 0.65
S 2.25 -3.35 -3.75
H -0.32 -0.59 -0.66
H -2.18 -1.09 -1.63
H -0.08 1.13 2.70
C 1.74 -0.17 -0.04
O -0.12 0.74 -1.02
H 0.12 0.39 -2.08
H -0.31 -0.41 0.36
H 0.40 -0.17 0.45
C -4.63 1.54 1.06
H 2.18 1.09 1.63

The LUMO energy is -7.47 eV. The largest force on an atom comes out at 0.1071 hartree/bohr. The calculation puts the electronic energy at -15090.9278 eV. Its charge is +1. For the energy above the lowest of the compared OMol25 structures with the same formula, charge and spin, the calculation gives 105.83 kcal/mol. For the frontier orbital gap, the calculation gives 7.6 eV.

# 6
Entry from OMol25: a structure of composition C2HBaF6NO5S2 in a non-equilibrium geometry (the ωB97M-V functional and the def2-TZVPD basis).

Each line ends with the Löwdin charge.
Geometry (Å):
1 Ba 2.665 -0.618 -0.943  1.98
2 O -1.045 2.351 0.589  -0.28
3 O 3.724 1.455 -0.739  -0.74
4 F -2.612 1.345 -1.791  0.17
5 S -0.710 -1.583 0.523  0.65
6 O -1.687 -2.611 0.230  -0.25
7 F -0.871 2.473 -2.380  0.17
8 C -1.296 1.337 -1.857  -0.72
9 F -0.894 0.327 -2.605  0.15
10 H 3.792 2.153 -1.394  -0.09
11 O 0.623 -1.748 -0.129  -0.64
12 F 0.297 -2.903 2.531  0.16
13 N -1.327 -0.136 0.397  -0.31
14 F -1.429 -1.710 3.033  0.17
15 F 0.482 -0.760 2.710  0.16
16 S -0.577 1.175 -0.138  0.84
17 O 1.175 1.201 -0.375  -0.69
18 C -0.310 -1.749 2.341  -0.71

Atomic forces in eV per Å
Ba 1.61 0.76 -0.26
O 0.73 -1.77 -1.13
O 0.20 -0.99 -0.46
F -0.08 -0.06 0.09
S 0.02 -1.40 -0.84
O 1.09 1.32 0.43
F 0.07 0.08 -0.08
C 0.28 0.42 0.44
F 0.21 -0.51 -0.31
H 0.06 0.26 0.20
O -1.96 0.02 0.99
F 0.26 -0.38 0.13
N 1.08 0.19 -0.43
F -0.19 0.01 0.22
F 0.37 0.33 0.16
S 4.04 1.83 0.94
O -7.23 -0.25 0.78
C -0.54 0.14 -0.86

The LUMO energy is -0.90 eV. The largest force on an atom comes out at 0.1414 hartree/bohr. The calculation puts the electronic energy at -52485.5634 eV. For the frontier orbital gap, the calculation gives 8.1 eV.

# 7
Entry from OMol25: a structure of composition C2HBr2ClF2 in a non-equilibrium geometry (the ωB97M-V functional and the def2-TZVPD basis).

Each line ends with the Löwdin charge.
Geometry (Å):
1 C -0.710 0.721 -0.989  -1.23
2 F -1.435 1.566 -0.239  -0.09
3 Br 0.681 1.420 -2.064  0.66
4 F -0.239 -1.552 1.384  -0.02
5 C 0.747 -0.795 0.987  -0.62
6 Br -1.779 -0.632 -1.857  0.63
7 H 1.643 -1.224 0.682  0.04
8 Cl 1.093 0.496 2.096  0.61

Atomic forces in eV per Å
C -0.33 -0.80 0.37
F 0.78 -0.45 -0.90
Br -0.42 0.26 0.37
F -0.40 -0.74 0.00
C -0.92 2.36 0.81
Br 0.31 0.67 0.46
H 1.18 -1.25 -0.91
Cl -0.20 -0.06 -0.21

The LUMO energy (alpha / beta) is -0.22 / -0.80 eV. The largest force on an atom comes out at 0.0518 hartree/bohr. The calculation puts the electronic energy at -160128.5629 eV. For the energy above the lowest of the compared OMol25 structures with the same formula, charge and spin, the calculation gives 74.36 kcal/mol. For the frontier orbital gap (alpha / beta), the calculation gives 8.6 / 8.1 eV.

# 8
Entry from OMol25: a structure of composition C2HBr2FO in a non-equilibrium geometry (the ωB97M-V functional and the def2-TZVPD basis).

Each line ends with the Löwdin charge.
Geometry (Å):
1 C 0.681 -0.294 0.716  -1.27
2 O -0.870 0.073 -2.035  0.08
3 C -1.146 0.602 -1.054  -0.04
4 F -0.055 -0.637 1.774  -0.13
5 Br 1.425 -1.853 -0.156  0.61
6 H -1.958 1.054 -0.410  0.11
7 Br 1.923 1.055 1.165  0.64

Atomic forces in eV per Å
C -0.86 0.15 -1.13
O -0.81 0.08 -1.19
C 1.54 -0.45 3.03
F -0.02 -0.14 0.16
Br -0.22 0.48 0.26
H 0.12 -0.23 -1.19
Br 0.24 0.12 0.07

The LUMO energy (alpha / beta) is 0.04 / -0.80 eV. The largest force on an atom comes out at 0.0667 hartree/bohr. The calculation puts the electronic energy at -146935.8773 eV. For the energy above the lowest of the compared OMol25 structures with the same formula, charge and spin, the calculation gives 83.75 kcal/mol. For the frontier orbital gap (alpha / beta), the calculation gives 8.5 / 7.1 eV.

# 9
Entry from OMol25: a structure of composition C2HBr2FO in a non-equilibrium geometry (the ωB97M-V functional and the def2-TZVPD basis).

Each line ends with the Löwdin charge.
Geometry (Å):
1 O 1.661 1.040 0.472  0.10
2 C 0.713 0.678 -0.142  -0.39
3 H 0.184 1.118 -1.023  0.08
4 C -0.264 -0.558 0.222  -1.31
5 F 0.238 -1.537 0.917  0.00
6 Br -0.828 -1.143 -1.502  0.76
7 Br -1.703 0.403 1.056  0.76

Atomic forces in eV per Å
O -0.18 -0.29 -0.39
C -1.20 -0.86 0.47
H 0.88 0.57 0.22
C 0.95 2.12 -1.15
F 0.32 -0.60 0.91
Br -0.35 -0.81 -0.67
Br -0.42 -0.13 0.61

The LUMO energy is 0.15 eV. The largest force on an atom comes out at 0.0503 hartree/bohr. The calculation puts the electronic energy at -146938.8851 eV. For the energy above the lowest of the compared OMol25 structures with the same formula, charge and spin, the calculation gives 14.39 kcal/mol. For the frontier orbital gap, the calculation gives 10.7 eV.

# 10
Entry from OMol25: a structure of composition C2HBr3ClF in a non-equilibrium geometry (the ωB97M-V functional and the def2-TZVPD basis).

Each line ends with the Löwdin charge.
Geometry (Å):
1 Br 0.639 0.037 2.214  0.63
2 Br 2.068 -0.690 -0.747  0.60
3 Cl -1.267 -1.768 0.366  0.66
4 C 0.651 0.258 0.298  -1.61
5 H -1.657 0.604 -0.136  0.15
6 C -0.823 -0.228 -0.296  -0.94
7 F -0.685 -0.325 -1.608  -0.08
8 Br 1.075 2.111 -0.093  0.60

Atomic forces in eV per Å
Br 0.35 -0.12 -0.32
Br -0.69 -0.24 1.00
Cl -0.27 -0.34 0.09
C -0.80 -0.39 -0.92
H 1.86 -1.78 0.30
C 0.23 2.96 1.22
F 0.03 -0.17 -1.40
Br -0.71 0.09 0.03

The LUMO energy is -0.23 eV. The largest force on an atom comes out at 0.0624 hartree/bohr. The calculation puts the electronic energy at -227456.5270 eV. For the energy above the lowest of the compared OMol25 structures with the same formula, charge and spin, the calculation gives 1.36 kcal/mol. For the frontier orbital gap, the calculation gives 10.0 eV.

# 11
Entry from OMol25: a structure of composition C2HBr3F2 in a non-equilibrium geometry (the ωB97M-V functional and the def2-TZVPD basis).

Each line ends with the Löwdin charge.
Geometry (Å):
1 H -0.037 -1.752 0.053  0.11
2 C -0.386 0.889 -0.761  -1.74
3 Br 1.210 1.797 -1.090  0.62
4 Br -1.624 1.921 0.324  0.56
5 C 0.329 -0.915 0.776  -0.31
6 F 1.597 -0.630 0.799  0.06
7 F -0.216 -0.964 1.996  0.07
8 Br -0.872 -0.345 -2.096  0.63

Atomic forces in eV per Å
H 0.88 1.33 1.40
C 0.48 -1.60 2.64
Br 0.19 0.23 -0.19
Br 0.22 -0.65 -0.98
C -2.12 0.43 -2.13
F 0.40 -0.39 0.38
F 0.56 0.21 -0.89
Br -0.60 0.44 -0.22

The LUMO energy (alpha / beta) is -0.22 / -0.52 eV. The largest force on an atom comes out at 0.0608 hartree/bohr. The calculation puts the electronic energy at -217648.9650 eV. For the energy above the lowest of the compared OMol25 structures with the same formula, charge and spin, the calculation gives 0.85 kcal/mol. For the frontier orbital gap (alpha / beta), the calculation gives 8.3 / 8.1 eV.

# 12
Entry from OMol25: an isolated molecule of C2HBrClF3 in a non-equilibrium geometry (the ωB97M-V functional and the def2-TZVPD basis).

Each line ends with the Löwdin spin population.
Geometry (Å):
1 F 0.695 -1.274 0.902  0.04
2 C -0.110 -0.647 0.035  0.12
3 F -2.259 -1.876 0.942  0.05
4 H 0.210 0.381 -0.120  0.00
5 C -1.778 -0.661 0.815  0.43
6 Cl -0.277 -1.567 -1.449  0.03
7 Br -2.883 0.450 -0.319  1.28
8 F -1.649 -0.098 2.011  0.04

Atomic forces in eV per Å
F 0.33 -0.06 0.11
C -2.42 -0.55 1.03
F 0.32 -1.25 0.38
H -0.04 -0.12 -0.11
C 4.75 -2.02 1.64
Cl 0.22 0.22 0.07
Br -3.68 3.88 -4.03
F 0.51 -0.12 0.90

The LUMO energy (alpha / beta) is 0.69 / -4.57 eV. The largest force on an atom comes out at 0.1303 hartree/bohr. The expectation value of S² is 2.006. The calculation puts the electronic energy at -92800.8838 eV. The spin multiplicity is 3. For the energy above the lowest of the compared OMol25 structures with the same formula, charge and spin, the calculation gives 49.55 kcal/mol. For the frontier orbital gap (alpha / beta), the calculation gives 6.0 / 6.2 eV.